No. 1
Below is 3 unconnected molecules or ions with the total composition C16H34F2NO10S in a non-equilibrium geometry, with properties calculated with ωB97M-V/def2-TZVPD.

Positions of all 64 atoms, in Å:
1 O 1.358 -0.318 -1.991
2 C 0.289 -0.190 -2.785
3 O -0.222 -1.281 -3.679
4 N -0.504 1.098 -2.799
5 C -1.523 1.178 -1.684
6 C -3.020 0.946 -2.337
7 C -3.182 1.487 -3.878
8 F -3.184 2.971 -3.828
9 S 0.503 2.521 -2.908
10 O -0.276 3.702 -3.608
11 O 1.161 2.949 -1.562
12 F 1.828 2.170 -3.993
13 H -1.382 0.308 -0.880
14 H -1.470 2.200 -1.080
15 H -3.853 1.426 -1.631
16 H -3.219 -0.222 -2.355
17 H -2.397 1.061 -4.639
18 H -4.243 1.090 -4.256
19 C 4.619 5.780 5.186
20 O 4.833 5.011 4.012
21 C 5.129 3.641 4.263
22 C 4.212 2.695 3.474
23 O 2.819 2.740 3.791
24 C 2.113 3.948 3.490
25 C 2.028 4.347 2.009
26 O 3.308 4.686 1.475
27 C 3.612 4.031 0.255
28 H 5.558 6.247 5.498
29 H 3.900 6.570 4.949
30 H 4.203 5.185 6.008
31 H 5.070 3.401 5.331
32 H 6.158 3.474 3.943
33 H 4.533 1.673 3.696
34 H 4.358 2.807 2.399
35 H 2.491 4.767 4.099
36 H 1.088 3.779 3.840
37 H 1.400 5.237 1.923
38 H 1.547 3.538 1.438
39 H 3.180 3.026 0.203
40 H 4.700 3.933 0.188
41 H 3.259 4.636 -0.584
42 C -4.561 -6.791 0.370
43 O -3.668 -6.525 -0.700
44 C -4.257 -5.810 -1.782
45 C -3.449 -4.559 -2.159
46 O -3.356 -3.533 -1.167
47 C -2.640 -3.841 0.033
48 C -1.143 -4.157 -0.117
49 O -0.926 -5.371 -0.835
50 C 0.008 -5.252 -1.895
51 H -5.021 -7.774 0.232
52 H -3.985 -6.804 1.300
53 H -5.338 -6.023 0.470
54 H -5.293 -5.524 -1.565
55 H -4.271 -6.485 -2.638
56 H -3.949 -4.097 -3.016
57 H -2.456 -4.823 -2.522
58 H -3.154 -4.621 0.590
59 H -2.720 -2.942 0.657
60 H -0.714 -4.292 0.878
61 H -0.634 -3.304 -0.591
62 H -0.022 -4.264 -2.368
63 H -0.247 -5.997 -2.654
64 H 1.015 -5.458 -1.521

Properties
* max |F|: 8.253 eV Å⁻¹
* charge: -1
* HOMO: -5.436 eV
* HOMO-LUMO gap: 7.98 eV

These are the natural (NBO) partial charges, in e, on atoms 1 to 8:
1. O -0.6868
2. C 0.8189
3. O -0.7874
4. N -0.7006
5. C -0.2393
6. C -0.4538
7. C 0.0288
8. F -0.3993

No. 2
Below is a molecular structure, C16H34HgN3P2S3 in a non-equilibrium geometry, with properties calculated with ωB97M-V/def2-TZVPD.

Positions of all 59 atoms, in Å:
1 Hg -16.578 -3.144 0.543
2 S -20.450 -2.712 -1.579
3 C -19.233 -2.428 -0.505
4 S -18.516 -1.295 0.561
5 S -18.862 -4.073 -1.027
6 C -12.900 -1.264 -2.305
7 C -13.694 -2.289 -1.506
8 C -14.621 -3.090 -2.476
9 P -14.670 -1.587 -0.102
10 C -15.241 0.120 -0.555
11 C -14.240 1.283 -0.796
12 C -16.329 0.091 -1.680
13 C -13.610 -1.336 1.416
14 C -12.444 -0.358 1.172
15 C -13.185 -2.671 2.092
16 H -12.250 -1.760 -3.049
17 H -12.262 -0.627 -1.691
18 H -13.576 -0.646 -2.936
19 H -12.973 -3.028 -1.057
20 H -15.351 -2.476 -2.982
21 H -15.120 -3.959 -1.997
22 H -13.963 -3.512 -3.237
23 H -15.771 0.372 0.379
24 H -14.470 1.835 -1.691
25 H -13.184 1.030 -0.775
26 H -14.403 1.977 0.051
27 H -15.839 0.198 -2.642
28 H -16.904 1.009 -1.572
29 H -16.987 -0.788 -1.693
30 H -14.355 -0.949 2.142
31 H -11.869 -0.516 0.265
32 H -11.748 -0.401 2.054
33 H -12.769 0.703 1.222
34 H -12.350 -3.121 1.555
35 H -13.981 -3.405 2.102
36 H -12.940 -2.483 3.164
37 C -17.478 -4.382 5.444
38 N -18.185 -3.092 5.045
39 C -19.671 -3.363 4.830
40 N -19.899 -4.440 3.896
41 C -19.162 -5.678 4.308
42 N -17.706 -5.432 4.444
43 C -16.977 -5.305 3.202
44 P -17.793 -3.816 2.461
45 C -17.565 -2.551 3.781
46 C -19.643 -4.097 2.497
47 H -17.872 -4.660 6.408
48 H -16.412 -4.167 5.506
49 H -18.094 -2.374 5.758
50 H -20.065 -2.397 4.499
51 H -20.146 -3.579 5.807
52 H -19.380 -6.410 3.551
53 H -19.601 -5.990 5.254
54 H -17.149 -6.138 2.492
55 H -15.921 -5.097 3.461
56 H -17.999 -1.562 3.455
57 H -16.520 -2.338 4.112
58 H -19.899 -4.904 1.795
59 H -20.177 -3.225 2.112

Properties
* max |F|: 3.576 eV Å⁻¹
* charge: 0
* HOMO (spin up / spin down): -3.719 / -3.702 eV
* HOMO-LUMO gap (spin up / spin down): 3.04 / 3.07 eV
* multiplicity: 2

These are the natural (NBO) partial charges, in e, on atoms 1 to 8:
1. Hg 0.6305
2. S -0.0254
3. C -0.7259
4. S -0.4799
5. S -0.0983
6. C -0.6118
7. C -0.5532
8. C -0.6165

No. 3
Below is a molecular structure, C16H34MoN4O4PSSe3Te in a non-equilibrium geometry, with properties calculated with ωB97M-V/def2-TZVPD.

Positions of all 65 atoms, in Å:
1 Mo 0.912 0.184 -0.013
2 Se 2.070 0.794 1.746
3 Se 1.266 -0.127 4.227
4 Te -0.709 -0.878 3.337
5 Se -0.019 -1.794 0.844
6 N 1.783 3.029 -3.092
7 C 0.964 2.208 -3.831
8 C 0.573 1.219 -2.994
9 N 1.150 1.435 -1.749
10 C 1.874 2.547 -1.856
11 H 2.243 3.866 -3.424
12 H 0.741 2.403 -4.865
13 H -0.076 0.383 -3.191
14 H 2.458 3.006 -1.074
15 C 5.041 -4.922 -2.058
16 C 3.633 -4.884 -1.497
17 N 3.036 -3.527 -1.571
18 C 3.074 -2.511 -0.735
19 S 2.375 -1.019 -1.439
20 N 3.631 -2.466 0.456
21 C 4.330 -3.499 1.249
22 C 3.378 -4.306 2.111
23 H 5.391 -5.953 -2.079
24 H 5.740 -4.338 -1.459
25 H 5.067 -4.540 -3.078
26 H 3.571 -5.231 -0.470
27 H 2.960 -5.517 -2.074
28 H 2.602 -3.314 -2.459
29 H 3.535 -1.569 0.909
30 H 5.044 -2.950 1.863
31 H 4.922 -4.116 0.580
32 H 2.871 -3.666 2.835
33 H 3.933 -5.060 2.667
34 H 2.619 -4.816 1.516
35 C -1.143 4.008 2.618
36 C -2.129 4.003 1.476
37 C -3.419 4.711 1.804
38 C -1.533 4.435 0.158
39 O -2.594 2.532 1.276
40 P -1.907 1.191 1.181
41 O -1.160 0.855 2.526
42 O -0.785 1.198 0.079
43 O -2.895 0.058 0.959
44 C -4.012 -0.178 -0.105
45 C -4.088 1.032 -1.004
46 C -5.257 -0.390 0.721
47 C -3.557 -1.422 -0.830
48 H -0.823 5.037 2.785
49 H -0.251 3.419 2.392
50 H -1.596 3.641 3.538
51 H -3.205 5.771 1.940
52 H -3.856 4.332 2.726
53 H -4.141 4.613 0.995
54 H -1.261 5.488 0.238
55 H -2.253 4.330 -0.653
56 H -0.631 3.868 -0.081
57 H -4.413 1.921 -0.467
58 H -4.829 0.821 -1.776
59 H -3.139 1.227 -1.508
60 H -5.591 0.534 1.191
61 H -5.091 -1.146 1.488
62 H -6.054 -0.748 0.068
63 H -2.623 -1.250 -1.369
64 H -4.319 -1.703 -1.558
65 H -3.430 -2.257 -0.141

Properties
* max |F|: 1.293 eV Å⁻¹
* charge: +3
* HOMO: -17.573 eV
* ΔE to the lowest compared entry with this formula, charge and spin: 0.00 kJ/mol
* HOMO-LUMO gap: 6.59 eV

These are the natural (NBO) partial charges, in e, on atoms 1 to 8:
1. Mo 0.4407
2. Se 0.3315
3. Se -0.1263
4. Te 1.3521
5. Se 0.0365
6. N -0.4560
7. C -0.0342
8. C -0.0803

No. 4
Below is 3 unconnected molecules or ions with the total composition C16H34N2O5 in a non-equilibrium geometry, with properties calculated with ωB97M-V/def2-TZVPD.

Positions of all 57 atoms, in Å:
1 C -2.061 1.684 0.083
2 O -1.428 0.868 1.059
3 C -0.499 -0.032 0.483
4 C -1.070 -0.933 -0.620
5 C -0.294 -2.259 -0.663
6 C 0.682 -2.405 -1.861
7 C 1.540 -1.166 -2.207
8 C 1.801 -1.209 -3.751
9 C 1.398 0.093 -4.461
10 C -0.062 0.089 -4.917
11 O -0.867 -0.721 -4.040
12 C -1.876 -1.369 -4.640
13 O -1.759 -2.053 -5.565
14 H -2.990 1.206 -0.210
15 H -2.318 2.631 0.550
16 H -1.433 1.891 -0.778
17 H -0.122 -0.637 1.294
18 H 0.368 0.491 0.073
19 H -0.939 -0.441 -1.573
20 H -2.136 -1.089 -0.502
21 H 0.213 -2.483 0.264
22 H -1.029 -3.054 -0.773
23 H 1.368 -3.203 -1.595
24 H 0.116 -2.768 -2.705
25 H 1.057 -0.216 -2.005
26 H 2.512 -1.159 -1.735
27 H 1.255 -2.015 -4.226
28 H 2.863 -1.377 -3.902
29 H 1.978 0.182 -5.370
30 H 1.590 0.924 -3.797
31 H -0.143 -0.218 -5.946
32 H -0.429 1.108 -4.834
33 H -2.859 -1.223 -4.174
34 C -3.301 7.004 3.146
35 C -3.561 5.607 2.636
36 O -4.161 5.400 1.594
37 N -3.099 4.569 3.384
38 C -2.369 4.615 4.637
39 H -3.727 7.715 2.445
40 H -3.770 7.150 4.120
41 H -2.229 7.190 3.224
42 H -3.306 3.666 2.985
43 H -1.404 4.122 4.513
44 H -2.933 4.082 5.405
45 H -2.207 5.637 4.962
46 C 4.593 -3.755 1.454
47 C 3.269 -3.078 1.714
48 O 2.829 -2.211 0.976
49 N 2.568 -3.468 2.812
50 C 2.923 -4.473 3.798
51 H 5.025 -3.338 0.549
52 H 5.281 -3.582 2.282
53 H 4.453 -4.828 1.311
54 H 1.695 -2.976 2.926
55 H 2.154 -5.247 3.819
56 H 2.978 -4.010 4.784
57 H 3.879 -4.929 3.567

Properties
* structure (SMILES): COCCCCCCCCOC=O.CNC(C)=O.CNC(C)=O
* max |F|: 4.124 eV Å⁻¹
* charge: 0
* HOMO: -9.211 eV
* ΔE to the lowest compared entry with this formula, charge and spin: 146.70 kJ/mol
* HOMO-LUMO gap: 9.93 eV

These are the natural (NBO) partial charges, in e, on atoms 1 to 8:
1. C -0.2566
2. O -0.5447
3. C -0.0496
4. C -0.4586
5. C -0.3843
6. C -0.3902
7. C -0.4083
8. C -0.3864